[1]
ORCA calculation (wB97M-V/def2-TZVPD) on the ion C5H3NOS2 with charge -2 at a distorted geometry.

Geometry as XYZ:
```
12
C5H3NOS2 wB97M-V/def2-TZVPD
C -0.30 1.44 0.21
C -0.09 0.63 1.34
C -0.24 0.88 -1.08
C 0.21 -0.76 1.16
C 0.26 -1.30 -0.32
N 0.14 -0.43 -1.32
O 0.14 -0.74 -2.58
S 0.39 -1.73 2.57
S 0.62 -2.92 -0.73
H -0.53 2.42 0.46
H -0.15 0.95 2.29
H -0.45 1.56 -2.00
```

Properties
Highest occupied orbital energy = 0.0408 Ha
Multiplicity = 1
Lowest unoccupied orbital energy = 6.07 eV
Net charge = -2
Gap between HOMO and LUMO = 0.1824 Eh
SMILES = [O-]n1cccc([S-])c1=S
Total energy = -1118.5981 Eh
Energy relative to the best compared isomer or geometry (same formula, charge and spin) = 0.000 eV

---

[2]
ORCA calculation (wB97M-V/def2-TZVPD) on a structure of composition C36H34N2O12S4Zr at a distorted geometry.

Geometry as XYZ:
```
89
C36H34N2O12S4Zr wB97M-V/def2-TZVPD
Zr 0.07 -0.77 0.51
O 2.11 -1.56 -0.57
C 2.95 -1.18 -1.64
C 3.54 0.19 -1.31
N 2.43 1.04 -0.90
C 2.86 2.14 -0.06
C 3.84 1.66 1.01
O 4.97 2.12 1.05
O 2.26 -0.15 1.74
C 1.61 1.42 -2.03
C 0.42 0.46 -2.34
O 0.11 0.33 -3.52
O -0.20 -0.07 -1.37
H 2.75 -1.65 0.20
H 2.36 -1.13 -2.56
H 3.76 -1.91 -1.78
H 4.10 0.62 -2.17
H 4.21 0.07 -0.47
H 1.98 2.55 0.45
H 3.37 2.94 -0.63
H 2.21 1.49 -2.96
H 1.16 2.40 -1.86
C -3.20 -2.74 -6.03
C -2.77 -2.86 -4.60
C -1.47 -2.52 -4.26
C -1.03 -2.63 -2.95
C -1.90 -3.06 -1.97
C -3.20 -3.39 -2.29
C -3.64 -3.30 -3.60
S -1.34 -3.14 -0.25
O -1.72 -4.46 0.24
O 0.11 -2.90 -0.33
N -2.05 -1.93 0.40
C -2.46 -2.14 1.77
C -1.28 -1.87 2.75
O -1.52 -1.79 3.95
O -0.12 -1.84 2.21
H -3.13 -1.70 -6.35
H -4.22 -3.08 -6.18
H -2.54 -3.32 -6.67
H -0.80 -2.15 -5.02
H -0.01 -2.39 -2.67
H -3.86 -3.72 -1.50
H -4.66 -3.58 -3.86
H -2.75 -3.19 1.91
H -3.31 -1.50 2.02
C 6.04 -2.14 2.40
C 4.80 -1.35 1.96
O 4.16 -1.86 1.00
C 4.50 -0.15 2.61
C 5.27 0.35 3.67
C 4.93 1.44 4.42
C 3.67 2.07 4.18
C 2.91 1.73 3.13
C 3.35 0.70 2.10
O 1.07 0.61 1.43
H 6.07 -3.07 1.83
H 6.01 -2.37 3.46
H 6.95 -1.56 2.19
H 6.18 -0.18 3.94
H 5.55 1.78 5.23
H 3.31 2.81 4.88
H 1.92 2.12 2.96
O -1.35 0.54 1.12
C -2.34 1.43 0.76
C -1.88 2.37 -0.33
C -2.39 2.66 -1.56
C -1.66 3.65 -2.25
C -0.60 4.10 -1.53
S -0.49 3.32 0.01
C -3.61 0.72 0.33
C -3.76 -0.12 -0.74
C -5.04 -0.70 -0.80
C -5.85 -0.31 0.22
S -5.05 0.79 1.28
C -2.58 2.27 2.00
C -3.36 3.36 2.27
C -3.15 3.83 3.58
C -2.20 3.09 4.24
S -1.56 1.80 3.28
H -3.27 2.19 -1.96
H -1.90 3.99 -3.24
H 0.12 4.85 -1.80
H -2.96 -0.31 -1.44
H -5.34 -1.39 -1.58
H -6.86 -0.59 0.42
H -4.04 3.80 1.57
H -3.67 4.67 4.01
H -1.87 3.24 5.24
```

Properties
Highest occupied orbital energy = -0.0539 Ha
Multiplicity = 1
Lowest unoccupied orbital energy = 3.96 eV
Net charge = -2
Gap between HOMO and LUMO = 0.1995 Eh
Total energy = -4044.5776 Eh

---

[3]
ORCA calculation (wB97M-V/def2-TZVPD) on a structure of composition C5H15BNO4P2Tl at a distorted geometry.

Geometry as XYZ:
```
29
C5H15BNO4P2Tl wB97M-V/def2-TZVPD
N -2.15 0.59 2.24
C -2.02 0.25 0.80
C -1.75 1.51 0.01
C -0.92 1.32 -1.24
B 0.68 1.01 -0.89
C 1.29 1.08 0.66
C 2.82 1.00 0.63
O 3.43 0.68 1.63
P 1.15 -0.64 -1.79
P -0.04 -2.49 -1.46
O -1.44 -2.18 -1.54
O 0.44 -3.20 -0.13
O 0.42 -3.43 -2.60
H -2.04 -0.27 2.77
H -1.34 1.15 2.49
H -2.91 -0.25 0.46
H -1.17 -0.43 0.69
H -2.72 1.84 -0.37
H -1.41 2.31 0.64
H -1.29 0.53 -1.88
H -0.99 2.22 -1.82
H 1.29 1.91 -1.47
H 0.98 0.25 1.33
H 1.05 2.02 1.14
H 3.33 1.21 -0.31
H 2.45 -1.01 -1.37
H 0.67 -2.54 0.53
H 0.70 -4.31 -2.28
Tl 1.49 -0.09 3.13
```

Properties
Highest occupied orbital energy = -0.5959 Ha
Multiplicity = 1
Lowest unoccupied orbital energy = -12.39 eV
Net charge = +2
Gap between HOMO and LUMO = 0.1405 Eh
Total energy = -1434.5217 Eh
Energy relative to the best compared isomer or geometry (same formula, charge and spin) = 0.000 eV

---

[4]
ORCA calculation (wB97M-V/def2-TZVPD) on a cluster of 2 separate species, C3H9FN3S in total at a distorted geometry.

Geometry as XYZ:
```
17
C3H9FN3S wB97M-V/def2-TZVPD
C 1.08 -0.27 0.67
C 0.68 -0.82 -1.52
C 1.04 1.16 1.10
N 1.63 -0.35 -0.73
N -0.14 -1.10 0.60
N -0.36 -1.22 -0.80
F -2.01 0.64 -0.70
S -3.47 -0.12 -0.29
H 1.79 -0.82 1.31
H 0.55 -0.80 -2.57
H 0.41 1.68 0.41
H 2.03 1.71 1.22
H 0.46 1.09 2.06
H 2.32 0.30 -1.08
H -0.75 -0.57 1.12
H -1.36 -1.39 -1.13
H -3.91 0.88 0.34
```

Properties
Highest occupied orbital energy = -0.4969 Ha
Multiplicity = 1
Lowest unoccupied orbital energy = -4.12 eV
Net charge = +1
Gap between HOMO and LUMO = 0.3453 Eh
Total energy = -781.6844 Eh

---

[5]
ORCA calculation (wB97M-V/def2-TZVPD) on a structure of composition C19H20ClIN2Pb at a distorted geometry.

Geometry as XYZ:
```
44
C19H20ClIN2Pb wB97M-V/def2-TZVPD
C -0.37 -2.02 3.75
C -2.44 0.40 2.02
H -0.49 -2.91 3.17
H -1.36 -1.52 3.99
H 0.53 -1.52 4.14
H -2.88 0.00 1.13
H -2.55 -0.23 2.91
H -2.06 1.40 2.27
C 2.11 -2.08 -0.88
C 2.96 -2.40 -1.98
C 2.52 -2.04 -3.26
C 1.29 -1.38 -3.39
H 2.44 -2.32 0.14
H 3.90 -2.90 -1.80
H 3.12 -2.26 -4.15
H 0.93 -1.08 -4.35
N 0.94 -1.46 -1.03
C 0.51 -1.09 -2.24
C -0.75 -0.32 -2.33
N -1.40 0.00 -1.20
C -2.49 0.78 -1.26
C -2.38 0.94 -3.65
C -3.01 1.29 -2.46
H -2.96 1.02 -0.31
H -3.90 1.93 -2.42
C -1.24 0.12 -3.59
H -0.72 -0.17 -4.49
H -2.74 1.30 -4.61
Pb -0.44 -0.68 1.88
I 2.74 -0.99 2.99
Cl 3.58 2.46 1.57
C 2.10 3.03 2.22
C 2.16 3.92 3.28
C 0.97 4.41 3.85
C -0.27 4.04 3.31
C -0.33 3.22 2.20
C 0.84 2.60 1.66
C 0.75 1.59 0.68
H 3.13 4.24 3.69
H 1.01 5.07 4.72
H -1.21 4.40 3.75
H -1.27 2.98 1.71
H 1.65 1.12 0.28
H -0.12 1.62 0.04
```

Properties
Highest occupied orbital energy (spin up / spin down) = -0.5265 / -0.5265 Ha
Multiplicity = 1
Lowest unoccupied orbital energy (spin up / spin down) = -10.04 / -9.97 eV
Net charge = +2
Gap between HOMO and LUMO (spin up / spin down) = 0.1575 / 0.1600 Eh
Total energy = -1795.4605 Eh

---

[6]
ORCA calculation (wB97M-V/def2-TZVPD) on an isolated molecule of C22H30N6O2 at a distorted geometry.

Geometry as XYZ:
```
60
C22H30N6O2 wB97M-V/def2-TZVPD
C 1.35 5.38 -1.91
C 0.52 4.14 -1.57
C 1.23 2.86 -1.99
C 0.40 1.62 -1.66
H 0.17 1.61 -0.59
H -0.55 1.67 -2.21
C 1.12 0.34 -2.07
N 0.39 -0.85 -1.67
C 0.64 -1.77 -0.71
N -0.20 -2.81 -0.76
C -1.02 -2.54 -1.79
C -0.70 -1.33 -2.38
C -1.42 -0.82 -3.50
O -1.26 0.22 -4.11
N -2.44 -1.71 -3.85
C -2.81 -2.92 -3.30
O -3.73 -3.57 -3.73
N -2.05 -3.32 -2.22
C -2.34 -4.57 -1.55
H -1.46 -5.22 -1.58
H -3.17 -5.04 -2.08
H -2.61 -4.39 -0.51
H -3.01 -1.43 -4.65
N 1.67 -1.72 0.17
C 2.04 -0.49 0.86
H 1.40 0.32 0.54
C 1.89 -0.67 2.39
N 0.78 -1.52 2.75
C 1.00 -2.88 2.26
C 1.88 -2.91 0.99
H 1.63 -3.78 0.39
H 2.94 -2.93 1.25
H 1.50 -3.45 3.05
H 0.04 -3.34 2.05
C -0.53 -0.99 2.40
C -0.73 0.40 2.94
C -0.45 0.68 4.27
C -0.63 1.96 4.77
C -1.09 2.97 3.94
C -1.39 2.70 2.62
C -1.20 1.42 2.12
H -1.44 1.21 1.09
H -1.75 3.48 1.97
H -1.23 3.97 4.33
H -0.41 2.17 5.80
H -0.09 -0.11 4.91
H -0.73 -1.00 1.32
H -1.27 -1.65 2.87
H 2.79 -1.12 2.81
H 1.76 0.31 2.85
H 3.08 -0.24 0.62
H 2.12 0.29 -1.64
H 1.20 0.32 -3.16
H 2.20 2.79 -1.48
H 1.42 2.88 -3.06
H 0.33 4.12 -0.50
H -0.44 4.20 -2.08
H 2.31 5.35 -1.40
H 1.53 5.43 -2.98
H 0.83 6.28 -1.60
```

Properties
Highest occupied orbital energy = -0.2847 Ha
Multiplicity = 1
Lowest unoccupied orbital energy = 0.65 eV
Gap between HOMO and LUMO = 0.3084 Eh
SMILES = CCCCCn1c(N2CCN(Cc3ccccc3)CC2)nc2c1c(=O)[nH]c(=O)n2C
Total energy = -1335.4201 Eh
Energy relative to the best compared isomer or geometry (same formula, charge and spin) = 0.024 eV